1.
The following is a quantum chemistry calculation of 2 unconnected molecules or ions with the total composition C5H9N, from the Open Molecules 2025 dataset.

Results
Kohn-Sham gap   10.968 eV
SMILES string   C/C=C/CC#N.[H][H]
HOMO   -10.00 eV
Charge   0
Energy above the lowest of the compared OMol25 structures with the same formula, charge and spin   38.3 kcal per mole

Last columns: bonded neighbours and bond lengths (Å).
CARTESIAN COORDINATES (ANGSTROEM)
1 C 1.3853 -0.0035 1.8030  C2 1.499, H8 1.096, H9 1.094, H11 1.097
2 C 0.9481 -0.5181 0.4645  C1 1.499, C3 1.329, H10 1.092
3 C 0.3494 0.2189 -0.4657  C2 1.329, C4 1.509, H13 1.090
4 C -0.0871 -0.3180 -1.8072  C3 1.509, C5 1.470, H14 1.095, H15 1.097
5 C -1.5326 -0.1457 -2.0099  C4 1.470, N6 1.158
6 N -2.6715 0.0089 -2.1481  C5 1.158
7 H -2.3021 1.0173 1.4685  H12 0.744
8 H 0.9447 -0.5977 2.6115  C1 1.096
9 H 1.0853 1.0395 1.9442  C1 1.094
10 H 1.1427 -1.5727 0.2601  C2 1.092
11 H 2.4746 -0.0652 1.9160  C1 1.097
12 H -2.4562 0.8499 0.7600  H7 0.744
13 H 0.1385 1.2718 -0.2785  C3 1.090
14 H 0.1516 -1.3837 -1.8923  C4 1.095
15 H 0.4294 0.1983 -2.6261  C4 1.097

Atomic partial charges in e from the natural (NBO) method, atoms 1 to 2: atom 1 (C): -0.64, atom 2 (C): -0.15

2.
The following is a quantum chemistry calculation of C5H9N in the gas phase, from the Open Molecules 2025 dataset.

Results
Kohn-Sham gap   8.895 eV
SMILES string   C=C/C(C)=C/N
HOMO   -7.90 eV
Charge   0
Energy above the lowest of the compared OMol25 structures with the same formula, charge and spin   58.3 kcal per mole

Last columns: bonded neighbours and bond lengths (Å).
CARTESIAN COORDINATES (ANGSTROEM)
1 C 0.2524 1.1699 -0.7251  C4 1.506, H7 1.095, H8 1.109, H9 1.086
2 N -1.3568 1.0206 1.8534  C3 1.374, H10 1.043, H11 1.004
3 C -0.3978 0.1462 1.4011  N2 1.374, C4 1.300, H12 1.064
4 C 0.0357 -0.0101 0.1854  C1 1.506, C3 1.300, C5 1.652
5 C 0.9250 -1.3244 -0.2750  C4 1.652, C6 1.322, H13 1.071
6 C 0.8225 -1.5154 -1.5789  C5 1.322, H14 1.008, H15 1.139
7 H 1.2952 1.3422 -1.0097  C1 1.095
8 H -0.0994 2.1544 -0.3563  C1 1.109
9 H -0.4099 1.0352 -1.5756  C1 1.086
10 H -2.1426 1.0556 1.1693  N2 1.043
11 H -1.8616 0.6396 2.6332  N2 1.004
12 H -0.0579 -0.5130 2.1644  C3 1.064
13 H 1.4967 -1.9172 0.4102  C5 1.071
14 H 0.3213 -0.8498 -2.1455  C6 1.008
15 H 1.1772 -2.4339 -2.1508  C6 1.139

Atomic partial charges in e from the natural (NBO) method, atoms 1 to 2: atom 1 (C): -0.66, atom 2 (N): -0.81

3.
The following is a quantum chemistry calculation of C5H9N in the gas phase, from the Open Molecules 2025 dataset.

Results
Kohn-Sham gap   11.912 eV
HOMO   -11.08 eV
Charge   0
Energy above the lowest of the compared OMol25 structures with the same formula, charge and spin   18.3 kcal per mole

Last columns: bonded neighbours and bond lengths (Å).
CARTESIAN COORDINATES (ANGSTROEM)
1 C -0.0161 1.3769 0.5303  C2 1.532, H7 1.094, H8 1.095, H9 1.094
2 C -0.1165 -0.0923 0.1094  C1 1.532, C3 1.532, C4 1.531, N6 1.441
3 C -0.4162 -0.2234 -1.3873  C2 1.532, H10 1.094, H11 1.095, H12 1.094
4 C 1.1597 -0.8562 0.4710  C2 1.531, H13 1.094, H14 1.096, H15 1.094
5 C -2.3394 -0.8950 1.1843  N6 1.176
6 N -1.2587 -0.6396 0.7976  C2 1.441, C5 1.176
7 H -0.9319 1.9069 0.2510  C1 1.094
8 H 0.1103 1.4558 1.6151  C1 1.095
9 H 0.8345 1.8585 0.0381  C1 1.094
10 H -1.3082 0.3574 -1.6409  C3 1.094
11 H -0.6002 -1.2717 -1.6437  C3 1.095
12 H 0.4268 0.1439 -1.9804  C3 1.094
13 H 1.3899 -0.7735 1.5378  C4 1.094
14 H 1.9943 -0.4308 -0.0982  C4 1.096
15 H 1.0717 -1.9168 0.2159  C4 1.094

Atomic partial charges in e from the natural (NBO) method, atoms 1 to 2: atom 1 (C): -0.60, atom 2 (C): 0.10

Copy entry 1 word for word.
The following is a quantum chemistry calculation of 2 unconnected molecules or ions with the total composition C5H9N, from the Open Molecules 2025 dataset.

Results
Kohn-Sham gap   10.968 eV
SMILES string   C/C=C/CC#N.[H][H]
HOMO   -10.00 eV
Charge   0
Energy above the lowest of the compared OMol25 structures with the same formula, charge and spin   38.3 kcal per mole

Last columns: bonded neighbours and bond lengths (Å).
CARTESIAN COORDINATES (ANGSTROEM)
1 C 1.3853 -0.0035 1.8030  C2 1.499, H8 1.096, H9 1.094, H11 1.097
2 C 0.9481 -0.5181 0.4645  C1 1.499, C3 1.329, H10 1.092
3 C 0.3494 0.2189 -0.4657  C2 1.329, C4 1.509, H13 1.090
4 C -0.0871 -0.3180 -1.8072  C3 1.509, C5 1.470, H14 1.095, H15 1.097
5 C -1.5326 -0.1457 -2.0099  C4 1.470, N6 1.158
6 N -2.6715 0.0089 -2.1481  C5 1.158
7 H -2.3021 1.0173 1.4685  H12 0.744
8 H 0.9447 -0.5977 2.6115  C1 1.096
9 H 1.0853 1.0395 1.9442  C1 1.094
10 H 1.1427 -1.5727 0.2601  C2 1.092
11 H 2.4746 -0.0652 1.9160  C1 1.097
12 H -2.4562 0.8499 0.7600  H7 0.744
13 H 0.1385 1.2718 -0.2785  C3 1.090
14 H 0.1516 -1.3837 -1.8923  C4 1.095
15 H 0.4294 0.1983 -2.6261  C4 1.097

Atomic partial charges in e from the natural (NBO) method, atoms 1 to 2: atom 1 (C): -0.64, atom 2 (C): -0.15